[1]
Below is a single C4H5NO molecule, with properties calculated with the ωB97M-V functional and the def2-TZVPD basis.

Properties
* net charge: 0
* largest force on an atom: 0.0087 hartree/bohr
* Kohn-Sham gap: 8.3 eV
* HOMO: -9.3 eV

Element x y z (Å)
1 C -1.83 -0.01 0.20
2 C -0.34 -0.08 0.09
3 N 0.26 -1.26 0.08
4 O 1.56 -1.12 -0.07
5 C 1.81 0.31 -0.21
6 C 0.56 1.04 -0.05
7 H -2.26 -1.01 0.27
8 H -2.13 0.57 1.08
9 H -2.25 0.50 -0.67
10 H 2.64 0.57 0.46
11 H 2.14 0.46 -1.25

The computed Löwdin charges, all in e, follow:
1 C -0.057
2 C -0.382
3 N 0.123
4 O -0.083
5 C -0.212
6 C 0.102
7 H 0.076
8 H 0.079
9 H 0.079
10 H 0.134
11 H 0.143

---

[2]
Below is a single C4H5NO molecule, with properties calculated with the ωB97M-V functional and the def2-TZVPD basis.

Properties
* net charge: 0
* largest force on an atom: 0.0181 hartree/bohr
* Kohn-Sham gap: 9.4 eV
* HOMO: -8.9 eV

Element x y z (Å)
1 N 0.52 1.19 2.40
2 C 0.04 0.95 1.38
3 C -0.61 0.62 0.11
4 C 1.80 -0.55 -1.17
5 O 0.68 -1.19 -1.11
6 C -0.48 -0.85 -0.29
7 H -1.68 0.85 0.21
8 H 1.71 0.36 -0.51
9 H -0.22 1.27 -0.68
10 H -0.44 -1.50 0.58
11 H -1.33 -1.14 -0.91

The computed Löwdin charges, all in e, follow:
1 N 0.153
2 C -0.233
3 C -0.172
4 C 0.065
5 O -0.169
6 C -0.158
7 H 0.127
8 H 0.001
9 H 0.125
10 H 0.134
11 H 0.127

---

[3]
Below is a single C4H5NO molecule, with properties calculated with the ωB97M-V functional and the def2-TZVPD basis.

Properties
* net charge: 0
* largest force on an atom: 0.0443 hartree/bohr
* Kohn-Sham gap: 9.8 eV
* HOMO: -8.9 eV

Element x y z (Å)
1 O 0.42 1.60 1.74
2 C 0.17 0.73 0.96
3 C -0.76 0.66 -0.25
4 C -0.20 -0.70 -0.59
5 N 1.21 -0.76 -0.59
6 C 0.72 -0.69 0.79
7 H -1.80 0.68 0.10
8 H -0.64 1.39 -1.05
9 H -0.72 -1.51 -1.11
10 H 1.59 0.13 -0.90
11 H 0.00 -1.52 0.90

The computed Löwdin charges, all in e, follow:
1 O 0.116
2 C -0.372
3 C -0.069
4 C -0.262
5 N 0.032
6 C -0.071
7 H 0.129
8 H 0.110
9 H 0.144
10 H 0.115
11 H 0.129

---

[4]
Below is a single C4H5NO molecule, with properties calculated with the ωB97M-V functional and the def2-TZVPD basis.

Properties
* net charge: 0
* largest force on an atom: 0.0233 hartree/bohr
* Kohn-Sham gap: 11.7 eV
* HOMO: -10.8 eV

Element x y z (Å)
1 C 1.13 -0.43 0.86
2 C -0.31 0.05 0.64
3 O -0.34 1.41 0.23
4 C -1.03 0.53 -0.60
5 C -0.56 0.03 -1.87
6 N -0.29 -0.56 -2.83
7 H 1.18 -1.24 1.60
8 H 1.66 -0.73 -0.04
9 H 1.67 0.43 1.29
10 H -1.01 -0.30 1.38
11 H -2.10 0.81 -0.65

The computed Löwdin charges, all in e, follow:
1 C -0.021
2 C -0.267
3 O 0.003
4 C -0.251
5 C -0.158
6 N 0.158
7 H 0.079
8 H 0.080
9 H 0.091
10 H 0.133
11 H 0.154

---

[5]
Below is a single C4H5NO molecule, with properties calculated with the ωB97M-V functional and the def2-TZVPD basis.

Properties
* net charge: 0
* largest force on an atom: 0.0420 hartree/bohr
* Kohn-Sham gap (spin up / spin down): 7.8 / 7.8 eV
* HOMO (spin up / spin down): -7.4 / -7.4 eV

Element x y z (Å)
1 N 1.83 -0.26 -0.09
2 C 0.51 -0.08 0.10
3 C 0.02 1.16 0.63
4 O -1.39 0.85 0.93
5 C -1.65 -0.09 0.07
6 C -0.59 -0.92 -0.24
7 H 2.41 0.42 0.36
8 H 2.24 -1.13 -0.37
9 H -0.19 1.86 -0.21
10 H -2.55 0.12 -0.50
11 H -0.64 -1.92 -0.66

The computed Löwdin charges, all in e, follow:
1 N 0.138
2 C -0.353
3 C -0.113
4 O -0.066
5 C -0.171
6 C -0.001
7 H 0.105
8 H 0.108
9 H 0.112
10 H 0.137
11 H 0.103

---

[6]
Below is 2 unconnected molecules or ions with the total composition C4H5NO, with properties calculated with the ωB97M-V functional and the def2-TZVPD basis.

Properties
* net charge: 0
* largest force on an atom: 0.0157 hartree/bohr
* Kohn-Sham gap: 11.2 eV
* HOMO: -10.5 eV

Element x y z (Å)
1 O 0.89 -1.33 2.03
2 C 0.22 -0.65 1.36
3 N -0.50 0.08 0.69
4 C -0.84 -0.27 -0.67
5 C 0.23 0.11 -1.60
6 C 1.11 0.40 -2.37
7 H 0.09 0.91 2.92
8 H -0.30 1.21 2.35
9 H -1.01 -1.35 -0.73
10 H -1.77 0.24 -0.92
11 H 1.88 0.66 -3.06

The computed Löwdin charges, all in e, follow:
1 O 0.171
2 C -0.398
3 N 0.049
4 C -0.218
5 C -0.119
6 C 0.118
7 H 0.064
8 H 0.062
9 H 0.124
10 H 0.118
11 H 0.029

---

[7]
Below is a single C4H5NO molecule, with properties calculated with the ωB97M-V functional and the def2-TZVPD basis.

Properties
* net charge: 0
* largest force on an atom: 0.0216 hartree/bohr
* Kohn-Sham gap: 11.3 eV
* HOMO: -10.6 eV

Element x y z (Å)
1 O -0.16 -0.89 2.12
2 C 0.39 0.09 1.69
3 C 0.33 0.52 0.24
4 C -0.56 -0.41 -0.59
5 C -0.28 -0.30 -2.02
6 N -0.04 -0.20 -3.15
7 H 0.99 0.75 2.35
8 H 1.36 0.53 -0.14
9 H -0.01 1.56 0.19
10 H -1.62 -0.19 -0.41
11 H -0.40 -1.45 -0.28

The computed Löwdin charges, all in e, follow:
1 O 0.056
2 C -0.256
3 C -0.159
4 C -0.182
5 C -0.228
6 N 0.138
7 H 0.124
8 H 0.128
9 H 0.127
10 H 0.129
11 H 0.122

---

[8]
Below is a single C4H5NO molecule, with properties calculated with the ωB97M-V functional and the def2-TZVPD basis.

Properties
* net charge: 0
* largest force on an atom: 0.0613 hartree/bohr
* Kohn-Sham gap: 10.3 eV
* HOMO: -10.2 eV

Element x y z (Å)
1 C -1.29 0.64 -0.23
2 C 0.04 -0.06 -0.51
3 C 0.44 -0.98 0.55
4 O 0.09 -0.86 1.71
5 C 1.71 0.33 0.07
6 N 2.80 0.72 0.25
7 H -1.21 1.15 0.72
8 H -2.05 -0.14 -0.04
9 H -1.67 1.28 -1.03
10 H 0.24 -0.28 -1.57
11 H 1.01 -1.81 0.13

The computed Löwdin charges, all in e, follow:
1 C -0.046
2 C -0.122
3 C -0.439
4 O 0.041
5 C -0.130
6 N 0.154
7 H 0.084
8 H 0.107
9 H 0.081
10 H 0.133
11 H 0.137

---

[9]
Below is a single C4H5NO molecule, with properties calculated with the ωB97M-V functional and the def2-TZVPD basis.

Properties
* net charge: 0
* largest force on an atom: 0.0123 hartree/bohr
* Kohn-Sham gap: 10.2 eV
* HOMO: -9.1 eV

Element x y z (Å)
1 C 1.81 0.00 0.17
2 C 0.39 0.24 -0.17
3 N -0.40 1.22 0.11
4 C -1.68 0.66 0.00
5 C -1.56 -0.65 -0.34
6 O -0.23 -0.90 -0.51
7 H 1.77 -0.77 0.94
8 H 2.26 0.90 0.57
9 H 2.36 -0.40 -0.69
10 H -2.56 1.24 0.23
11 H -2.17 -1.54 -0.29

The computed Löwdin charges, all in e, follow:
1 C 0.005
2 C -0.432
3 N 0.124
4 C -0.116
5 C -0.096
6 O 0.033
7 H 0.090
8 H 0.087
9 H 0.087
10 H 0.103
11 H 0.115

---

[10]
Below is a single C4H5NO molecule, with properties calculated with the ωB97M-V functional and the def2-TZVPD basis.

Properties
* net charge: 0
* largest force on an atom: 0.0079 hartree/bohr
* Kohn-Sham gap: 8.1 eV
* HOMO: -7.9 eV

Element x y z (Å)
1 O -0.33 2.08 0.62
2 C -0.26 0.85 -0.03
3 C 1.03 0.14 0.07
4 N 0.73 -1.12 -0.03
5 C -0.69 -1.32 -0.08
6 C -1.38 -0.15 0.03
7 H -1.28 2.26 0.72
8 H 2.05 0.51 0.12
9 H 1.43 -1.86 -0.12
10 H -1.02 -2.36 -0.15
11 H -0.27 0.98 -1.15

The computed Löwdin charges, all in e, follow:
1 O -0.022
2 C -0.474
3 C 0.002
4 N 0.058
5 C -0.183
6 C -0.026
7 H 0.094
8 H 0.138
9 H 0.159
10 H 0.078
11 H 0.175

---

[11]
Below is a single C4H5NO molecule, with properties calculated with the ωB97M-V functional and the def2-TZVPD basis.

Properties
* net charge: 0
* largest force on an atom: 0.0220 hartree/bohr
* Kohn-Sham gap: 9.8 eV
* HOMO: -9.0 eV

Element x y z (Å)
1 C -1.17 -0.63 1.05
2 C 0.15 0.04 0.82
3 N 1.22 -0.55 0.39
4 C 1.48 0.06 -0.82
5 C 0.56 1.03 -1.05
6 O -0.23 1.11 0.03
7 H -1.96 0.13 0.98
8 H -1.31 -1.27 1.91
9 H -1.24 -1.21 0.12
10 H 2.23 -0.30 -1.52
11 H 0.26 1.60 -1.90

The computed Löwdin charges, all in e, follow:
1 C 0.000
2 C -0.366
3 N 0.116
4 C -0.120
5 C -0.112
6 O -0.001
7 H 0.085
8 H 0.074
9 H 0.101
10 H 0.102
11 H 0.120

---

[12]
Below is a single C4H5NO molecule, with properties calculated with the ωB97M-V functional and the def2-TZVPD basis.

Properties
* net charge: 0
* largest force on an atom: 0.0700 hartree/bohr
* Kohn-Sham gap: 8.6 eV
* HOMO: -7.9 eV

Element x y z (Å)
1 O 2.06 0.67 -0.01
2 C 0.79 0.22 -0.04
3 C 0.23 -1.05 0.00
4 C -1.18 -0.89 -0.02
5 C -1.49 0.46 -0.15
6 N -0.19 1.10 -0.15
7 H 2.66 -0.08 0.01
8 H 0.79 -1.98 0.05
9 H -1.89 -1.72 0.04
10 H -1.61 1.23 0.65
11 H -0.10 2.08 -0.38

The computed Löwdin charges, all in e, follow:
1 O 0.086
2 C -0.405
3 C -0.046
4 C -0.112
5 C -0.127
6 N 0.021
7 H 0.114
8 H 0.098
9 H 0.092
10 H 0.121
11 H 0.158

---

Repeat the twelfth record exactly.
Below is a single C4H5NO molecule, with properties calculated with the ωB97M-V functional and the def2-TZVPD basis.

Properties
* net charge: 0
* largest force on an atom: 0.0700 hartree/bohr
* Kohn-Sham gap: 8.6 eV
* HOMO: -7.9 eV

Element x y z (Å)
1 O 2.06 0.67 -0.01
2 C 0.79 0.22 -0.04
3 C 0.23 -1.05 0.00
4 C -1.18 -0.89 -0.02
5 C -1.49 0.46 -0.15
6 N -0.19 1.10 -0.15
7 H 2.66 -0.08 0.01
8 H 0.79 -1.98 0.05
9 H -1.89 -1.72 0.04
10 H -1.61 1.23 0.65
11 H -0.10 2.08 -0.38

The computed Löwdin charges, all in e, follow:
1 O 0.086
2 C -0.405
3 C -0.046
4 C -0.112
5 C -0.127
6 N 0.021
7 H 0.114
8 H 0.098
9 H 0.092
10 H 0.121
11 H 0.158